Record 1
Density functional theory data (ωB97M-V with the def2-TZVPD basis set) for C20H56N5O9 as an isolated structure in a non-equilibrium geometry.

Last column: Löwdin charge in e.
CARTESIAN COORDINATES (ANGSTROEM)
H 13.216795 4.686483 -14.931885  0.064
H 11.644246 4.898321 -15.864485  0.063
H 7.187411 7.405521 -13.438996  0.018
H 12.105544 8.826892 -8.386545  0.024
O 9.954887 3.467801 -11.386117  -0.176
H 8.528819 6.057161 -16.264051  0.119
H 13.603274 7.984381 -8.275398  0.084
H 7.250415 -0.108447 -11.904560  0.069
H 4.876908 4.739632 -14.547169  0.082
H 15.342777 8.607129 -12.476108  0.070
C 8.485537 6.825073 -14.248142  -0.356
O 9.488168 5.531217 -11.884455  0.002
O 11.002212 5.274939 -13.428452  -0.106
H 7.523342 1.538849 -13.431754  0.060
O 8.907912 8.070823 -16.280001  -0.165
H 13.712539 7.191257 -10.506964  0.135
H 12.969101 9.950435 -11.546341  0.137
H 9.894884 7.347151 -18.038442  0.077
H 7.494879 6.433280 -9.851712  0.073
H 8.209663 7.525322 -18.258461  0.071
N 13.015659 7.217595 -12.426014  0.037
H 9.296505 8.701225 -13.848185  0.118
N 8.176356 2.130203 -12.937820  0.052
N 8.487696 5.491431 -13.663248  0.099
H 9.690690 1.916769 -9.943881  0.120
O 9.070287 8.426356 -9.387999  -0.160
O 13.553911 9.668924 -9.624381  -0.170
C 6.311559 7.149414 -12.842844  -0.234
H 7.498173 7.271493 -14.366150  0.092
H 11.739213 3.414039 -10.244373  0.089
C 13.628104 7.931775 -11.302342  -0.385
H 11.883423 3.668315 -12.003131  0.099
H 8.019791 4.874196 -14.311455  0.092
C 11.864177 6.160118 -14.102931  -0.300
H 5.393162 6.375270 -15.081053  0.079
H 5.577912 7.897916 -13.142193  0.128
C 9.746269 2.107769 -11.015579  -0.187
C 9.058359 6.816800 -15.689040  -0.214
H 15.602424 7.061108 -11.698682  0.072
C 11.296127 3.898843 -11.114277  -0.067
C 8.346139 1.704909 -11.564372  -0.431
H 10.738920 5.683840 -12.600763  -0.063
O 9.628264 7.345342 -10.900446  -0.046
H 12.959064 6.079866 -15.936476  0.063
C 13.184258 8.981774 -8.408573  -0.088
O 6.061646 5.832395 -13.199162  -0.178
H 9.018703 -0.328808 -11.992110  0.075
H 5.769080 7.158423 -10.746366  0.123
H 9.035328 1.836942 -13.380837  0.073
H 12.855170 7.921465 -13.132347  0.113
H 10.500683 1.453549 -11.452548  0.118
C 12.943785 9.158124 -10.798219  -0.181
C 12.444992 5.366649 -15.292150  -0.056
H 8.203312 8.807116 -11.444621  0.072
H 11.255472 6.902334 -14.619356  0.075
H 10.104227 6.510022 -15.700928  0.088
H 10.253813 9.056422 -7.950369  0.127
H 6.660050 9.503041 -11.104433  0.079
H 7.527799 8.652737 -9.832953  0.075
H 4.149407 6.232507 -13.871822  0.075
C 8.209162 0.195853 -11.484686  -0.090
H 12.081058 7.011327 -12.103406  -0.290
H 15.694690 8.488365 -10.778710  0.064
H 12.544209 6.718816 -13.459887  -0.039
N 10.169879 6.459692 -11.488959  -0.374
C 9.374014 7.713579 -13.393606  0.009
H 11.109518 6.505668 -7.532821  0.074
H 8.574905 6.791327 -10.942935  -0.118
H 7.617545 2.241688 -10.956824  0.140
C 10.166314 6.830253 -7.972274  -0.046
H 11.503186 4.964064 -11.011676  0.083
H 10.433219 7.457755 -13.366466  0.079
H 11.919033 8.859289 -10.577596  0.101
O 11.351362 6.561166 -11.762107  0.041
H 9.162541 8.955453 -18.242144  0.074
C 9.058953 7.986303 -17.754176  -0.075
H 9.841018 6.120614 -8.732987  0.079
C 7.279231 8.631013 -10.894008  -0.070
C 6.673044 7.326486 -11.331776  -0.336
H 9.414875 6.890002 -7.184957  0.079
H 9.462520 5.243347 -13.754322  0.046
H 13.519899 9.569648 -7.554246  0.088
C 5.064942 5.767725 -14.237695  -0.087
H 11.056915 8.212486 -9.298487  0.058
N 7.664104 6.365916 -10.845149  0.079
H 9.284322 8.216144 -10.299926  -0.137
C 15.115894 8.029282 -11.580165  -0.072
H 9.042621 7.834260 -12.362233  0.059
H 8.180070 -0.114253 -10.440133  0.069
C 10.223222 8.179548 -8.597093  -0.306

Force components x, y, z for each atom (eV/Å):
H -0.2 -0.5 -0.2
H 0.1 -0.3 0.1
H -2.3 1.1 3.7
H 0.9 0.6 0.4
O 0.8 -1.5 1.7
H -0.4 -0.2 -0.2
H 0.5 -0.2 -0.4
H 0.0 -0.1 -0.2
H 0.2 0.0 0.2
H -0.1 0.1 -0.2
C 3.1 -1.0 -2.5
O 1.7 1.0 3.3
O 2.2 -1.8 -3.8
H -0.7 -0.1 0.3
O 0.0 1.1 -2.9
H -1.0 -0.1 0.6
H -0.1 0.1 0.0
H 0.4 0.1 0.3
H 0.1 -0.3 0.5
H -0.5 -0.2 0.5
N 10.6 7.0 1.5
H 0.3 0.3 0.0
N 0.7 0.1 -0.8
N -1.5 0.6 -3.2
H 0.4 0.3 0.4
O 0.0 3.3 7.1
O 0.1 -0.1 1.0
C 1.1 1.6 2.4
H 1.7 -0.8 -2.7
H -0.2 -0.3 0.2
C 2.2 -2.0 0.0
H 0.3 -0.4 0.1
H -0.6 -0.4 0.1
C -1.5 -2.0 -4.5
H 0.0 -0.1 -0.4
H -0.9 -0.2 0.1
C -1.3 0.7 -1.2
C -0.1 -1.0 0.4
H -0.5 -0.3 -0.2
C 0.8 -1.1 -0.3
C 0.6 -0.1 0.1
H 1.4 -3.0 -3.6
O 7.5 -0.2 -2.2
H 0.1 0.1 -0.3
C -0.1 0.3 -0.5
O -2.5 -1.0 -0.9
H 0.0 0.1 -0.1
H -0.4 0.0 0.0
H 0.6 0.5 -0.5
H 0.8 1.3 -0.1
H 0.3 -0.1 -0.2
C 0.0 -0.2 0.3
C 0.7 1.0 0.9
H -0.6 0.5 0.1
H 0.2 0.3 -0.1
H -0.1 0.0 -0.1
H 0.5 -0.3 0.6
H -0.4 0.3 -0.2
H -1.1 -0.1 -0.7
H -0.4 -0.1 0.0
C -0.6 0.0 1.0
H 6.6 5.5 -3.2
H -0.2 0.3 0.3
H -0.6 -3.6 -3.3
N -3.7 -3.2 1.1
C -1.0 2.0 -0.8
H 0.1 0.0 0.0
H -4.0 -1.2 0.5
H -0.2 -0.2 0.1
C -0.4 -0.1 0.8
H -0.7 -1.0 0.5
H -1.0 0.4 -0.4
H -0.2 0.5 -0.4
O -10.0 -5.4 9.6
H 0.2 0.2 0.7
C -0.2 -0.3 1.2
H 0.0 -0.1 0.2
C -1.9 2.0 -1.4
C -0.3 -0.9 0.1
H -0.1 -0.4 0.1
H 0.0 -0.6 -0.3
H 0.0 0.2 -0.2
C 0.7 0.6 1.0
H -0.3 -0.2 0.3
N -5.2 -2.1 0.8
H -0.5 3.1 2.1
C 1.2 1.0 -0.1
H -0.5 0.3 -2.1
H 0.2 -0.3 0.2
C -1.0 0.8 -2.0

Charge: -1
LUMO level: 0.10650 Ha
Kohn-Sham gap: 0.25893 Eh
M: 510.7 g mol⁻¹
Relative energy (zero: lowest compared OMol25 entry of this formula, charge and spin): 2173.6 kJ/mol
Highest occupied orbital energy: -4.1 eV

---

Record 2
Density functional theory data (ωB97M-V with the def2-TZVPD basis set) for a 8-piece molecular cluster, C20H57NO13 overall in a non-equilibrium geometry.

Last column: Löwdin charge in e.
CARTESIAN COORDINATES (ANGSTROEM)
C -1.459000 -10.655000 20.099000  -0.355
H -2.406000 -9.282000 21.390000  0.099
H 2.446000 -11.348000 16.976000  0.139
O -2.632000 -3.691000 22.344000  -0.158
H 2.093000 -13.015000 18.479000  0.044
H 4.189000 -12.428000 22.941000  0.073
H -1.597000 -6.686000 20.138000  0.042
H 0.588000 -7.145000 19.806000  0.072
H -0.743000 -14.326000 19.374000  0.142
H 0.364000 -9.365000 18.355000  0.064
O 4.601000 -13.792000 21.254000  -0.066
O 4.943000 -11.820000 23.066000  -0.080
C 1.099000 -14.358000 20.400000  -0.294
H 2.909000 -7.513000 19.345000  0.113
O 2.008000 -6.235000 25.187000  -0.112
H 0.717000 -14.370000 21.424000  0.113
H -2.032000 -9.245000 18.978000  0.131
O 2.512000 -13.293000 17.663000  -0.065
H 3.887000 -8.601000 18.343000  0.135
H -1.446000 -3.204000 24.644000  0.119
C -1.585000 -10.048000 21.402000  -0.097
C 0.801000 -11.964000 22.995000  -0.088
H -0.711000 -9.589000 21.841000  0.062
H 4.514000 -10.848000 17.944000  0.108
C -2.995000 -4.294000 21.055000  -0.066
H 1.352000 -9.138000 20.090000  0.125
H -0.266000 -15.928000 20.056000  0.134
C -1.982000 -4.156000 24.538000  -0.227
O 5.276000 -12.743000 18.152000  -0.031
H 3.026000 -10.386000 21.672000  0.056
H -1.520000 -4.824000 26.384000  0.089
C 0.100000 -4.823000 25.237000  -0.176
H 1.537000 -9.977000 23.075000  0.084
H 0.125000 -12.046000 22.190000  0.044
O 0.831000 -15.355000 18.409000  -0.059
H 5.244000 -11.185000 21.036000  0.117
H -0.829000 -11.542000 20.168000  0.107
H -2.143000 -4.640000 20.518000  0.048
H 0.077000 -11.762000 23.783000  0.096
C 3.212000 -8.553000 19.221000  -0.189
H 5.024000 -13.638000 18.451000  0.099
H 6.355000 -13.721000 22.377000  0.119
H -1.840000 -10.815000 22.158000  0.089
O -1.073000 -7.038000 20.816000  -0.067
H -3.663000 -5.170000 21.202000  0.099
H 3.628000 -7.378000 25.144000  0.085
H 3.776000 -11.788000 19.206000  0.141
H 1.187000 -12.944000 23.155000  0.081
N -1.339000 -5.089000 25.455000  -0.040
H 2.114000 -10.394000 19.160000  0.091
H 0.462000 -4.212000 26.070000  0.126
H -1.035000 -4.969000 22.731000  0.104
H 0.438000 -4.411000 24.295000  0.115
H 0.169000 -5.472000 20.195000  0.145
H 3.667000 -12.448000 16.213000  0.141
H 4.908000 -8.578000 20.324000  0.087
C 3.159000 -12.200000 17.163000  -0.262
H 2.085000 -14.904000 20.441000  0.148
H 2.471000 -7.987000 24.098000  0.073
O 4.021000 -8.931000 20.378000  -0.080
C 5.703000 -11.794000 21.860000  -0.234
H 1.335000 -14.607000 18.039000  0.049
O 1.228000 -12.996000 20.122000  -0.092
H -3.050000 -4.086000 24.912000  0.143
C 4.226000 -11.870000 18.106000  -0.313
H 1.587000 -12.548000 20.920000  0.056
O -1.183000 -9.699000 19.162000  -0.060
H -2.561000 -5.639000 23.187000  0.130
H 2.489000 -11.151000 23.972000  0.119
H 0.698000 -6.070000 22.539000  0.064
C 5.888000 -13.213000 21.556000  -0.240
H 2.084000 -6.528000 21.538000  0.091
O 1.274000 -9.112000 18.104000  -0.041
C -2.031000 -4.678000 23.129000  -0.270
C 0.134000 -15.017000 19.573000  -0.269
C 0.242000 -6.532000 20.580000  -0.327
H 6.541000 -13.351000 20.707000  0.116
H -3.513000 -3.551000 20.477000  0.081
C 2.569000 -7.555000 25.111000  -0.032
C 1.049000 -6.710000 21.729000  -0.082
O 2.505000 -11.153000 21.882000  -0.094
C 0.809000 -6.151000 25.418000  -0.438
H 6.650000 -11.386000 22.149000  0.118
H 2.219000 -8.296000 25.849000  0.106
H 0.278000 -6.853000 24.766000  0.126
H 0.573000 -6.483000 26.322000  0.086
C 1.998000 -9.340000 19.210000  -0.355
H 0.922000 -7.729000 22.057000  0.071
H -2.372000 -11.081000 19.787000  0.109
H 4.723000 -14.317000 20.456000  0.073
C 1.869000 -10.970000 23.114000  -0.278

Force components x, y, z for each atom (eV/Å):
C -0.3 -1.8 0.5
H 0.8 -0.6 0.2
H 0.7 -0.5 0.2
O -0.7 -1.1 -2.1
H -0.3 0.3 0.9
H 0.5 0.5 -0.2
H -1.3 0.6 -1.4
H 1.0 -0.6 -1.6
H 0.7 -0.6 0.2
H 0.1 0.2 -0.5
O 0.3 -0.2 0.0
O -0.7 0.6 0.4
C 1.2 0.2 4.2
H 0.1 0.3 -0.2
O 10.9 -0.6 -1.9
H 0.0 -0.4 0.4
H 1.0 -0.2 0.0
O -1.1 -2.1 -0.4
H -0.9 -0.3 0.0
H -0.6 0.3 -0.5
C -1.8 0.6 3.0
C -2.0 -0.5 3.0
H 0.5 0.3 -0.5
H 1.1 0.4 -0.4
C -0.8 0.3 1.7
H 0.7 0.1 0.2
H 0.3 0.3 -0.4
C -1.8 0.1 1.6
O 1.8 -1.3 -0.2
H 0.8 0.5 -0.4
H -0.5 0.4 1.2
C 1.3 -1.3 2.0
H -0.9 1.6 0.7
H 0.0 0.7 -1.7
O -0.5 -1.0 -1.5
H 0.2 -0.6 0.7
H 1.0 0.5 -0.8
H 1.0 -0.1 -0.3
H 0.0 -0.4 0.7
C 2.9 1.4 0.8
H -0.3 0.9 -0.4
H 0.0 -0.3 0.7
H -0.3 0.2 -0.3
O 0.6 -0.3 1.8
H 0.3 0.5 0.1
H 0.5 -0.2 0.7
H 0.5 -0.2 -2.0
H 0.4 -0.9 0.3
N 1.5 0.1 -2.5
H 1.2 -1.3 1.0
H 0.1 0.6 -0.3
H -0.3 0.4 0.2
H -0.6 0.4 -0.3
H 0.3 -0.8 0.5
H -0.5 -0.1 0.1
H 0.1 0.2 -0.2
C 0.0 1.2 -1.7
H -0.8 0.5 -0.4
H -0.7 0.2 0.2
O -1.0 -0.4 0.0
C -0.9 0.4 0.8
H -0.4 -0.4 0.1
O 0.5 1.1 -0.6
H 1.0 0.5 -0.7
C -1.6 1.7 3.9
H 0.2 0.0 -0.9
O 0.5 1.6 -2.3
H -0.4 0.2 -0.3
H 0.5 0.0 0.5
H 0.3 0.0 0.2
C 0.1 -1.0 -1.9
H 0.8 0.2 -0.1
O -2.2 1.5 -2.8
C 0.8 -0.5 0.6
C -1.2 -0.1 -1.6
C -2.2 1.4 -2.5
H 0.3 0.0 -0.5
H -0.2 0.4 -0.2
C 0.3 0.6 -1.0
C 0.6 0.1 2.7
O 1.2 -0.5 -0.9
C -8.9 0.1 -2.4
H 0.6 0.5 0.0
H 0.0 0.7 0.0
H -0.9 -0.2 -0.5
H -1.4 -1.5 4.7
C -1.1 -1.8 1.7
H 0.2 -0.5 0.3
H -1.5 -0.8 0.1
H -0.3 0.0 0.3
C -0.2 -0.5 -1.9

Charge: 0
LUMO level: 0.01076 Ha
Kohn-Sham gap: 0.34860 Eh
M: 519.7 g mol⁻¹
Relative energy (zero: lowest compared OMol25 entry of this formula, charge and spin): 136.7 kJ/mol
Highest occupied orbital energy: -9.2 eV
SMILES string: COCCNCCOC.OCCO.OCCO.OCCO.OCCO.CCO.CCO.CCO

---

Q: Among the records above, which one has the highest charge?
A: C20H57NO13

---

Q: The highest relative energy (zero: lowest compared OMol25 entry of this formula, charge and spin) belongs to which entry?
A: C20H56N5O9